Record 1
{
  "formula": "C36H45F27O18",
  "method": "ωB97M-V/def2-TZVPD",
  "symbols": ["C", "C", "O", "C", "O", "C", "F", "F", "F", "H", "H", "H", "H", "H", "C", "C", "O", "C", "O", "C", "F", "F", "F", "H", "H", "H", "H", "H", "C", "C", "O", "C", "O", "C", "F", "F", "F", "H", "H", "H", "H", "H", "C", "C", "O", "C", "O", "C", "F", "F", "F", "H", "H", "H", "H", "H", "C", "C", "O", "C", "O", "C", "F", "F", "F", "H", "H", "H", "H", "H", "C", "C", "O", "C", "O", "C", "F", "F", "F", "H", "H", "H", "H", "H", "C", "C", "O", "C", "O", "C", "F", "F", "F", "H", "H", "H", "H", "H", "C", "C", "O", "C", "O", "C", "F", "F", "F", "H", "H", "H", "H", "H", "C", "C", "O", "C", "O", "C", "F", "F", "F", "H", "H", "H", "H", "H"],
  "positions_angstrom": [[-17.9739, -21.0517, 5.1826], [-16.9009, -19.8781, 5.2044], [-16.7350, -19.5206, 6.5979], [-16.0214, -18.4001, 6.9633], [-15.7240, -17.4463, 6.2014], [-15.7266, -18.3187, 8.4826], [-16.2714, -19.3281, 9.1733], [-14.4737, -18.4983, 8.6159], [-16.0207, -17.1328, 9.0096], [-17.9490, -21.6484, 4.2708], [-18.9334, -20.5374, 5.2374], [-17.8691, -21.7916, 5.9761], [-17.2902, -19.0956, 4.5531], [-16.0172, -20.2512, 4.6868], [-25.7424, -24.6538, 2.7016], [-26.0205, -23.3180, 1.9470], [-27.4108, -23.0270, 1.9634], [-28.2288, -23.1262, 0.8426], [-27.8197, -23.3833, -0.2900], [-29.7611, -22.9019, 1.1361], [-30.2894, -22.2581, 0.0806], [-30.4586, -23.9849, 1.4064], [-29.8522, -22.0016, 2.1364], [-24.7422, -25.0799, 2.6249], [-26.3564, -25.5088, 2.4189], [-25.8843, -24.4334, 3.7596], [-25.7033, -23.3274, 0.9042], [-25.4725, -22.5416, 2.4809], [-34.8194, -18.1498, 6.8570], [-35.6356, -18.8929, 7.9805], [-36.9854, -18.9305, 7.5495], [-37.5764, -20.0401, 6.9436], [-36.9001, -20.9369, 6.4848], [-39.1121, -19.9976, 6.8129], [-39.6331, -18.9241, 7.4450], [-39.4751, -20.0982, 5.5818], [-39.6471, -21.1204, 7.3238], [-33.7935, -17.8691, 7.0951], [-35.4168, -17.2719, 6.6111], [-34.7543, -18.7242, 5.9329], [-35.5879, -18.4760, 8.9865], [-35.2220, -19.9008, 8.0160], [-43.6930, -24.0050, -4.0652], [-42.4048, -23.2190, -4.4293], [-41.3016, -23.6316, -3.6681], [-40.0228, -23.4520, -4.0259], [-39.6328, -22.6790, -4.8474], [-39.0726, -24.1061, -3.0018], [-39.0990, -23.4542, -1.8303], [-39.4913, -25.3645, -2.7533], [-37.7748, -24.0958, -3.4333], [-44.4588, -23.7135, -4.7840], [-44.0482, -23.7361, -3.0704], [-43.5678, -25.0877, -4.0750], [-42.5977, -22.1563, -4.2826], [-42.1176, -23.3791, -5.4685], [-22.6536, -32.5603, 5.6995], [-23.3270, -31.6416, 6.6820], [-22.4523, -30.5953, 6.9306], [-22.8874, -29.5965, 7.7528], [-24.0326, -29.5479, 8.2572], [-21.8648, -28.5089, 7.9267], [-21.4357, -28.4704, 9.1949], [-20.7990, -28.7406, 7.1466], [-22.4590, -27.3596, 7.6738], [-22.3597, -31.9752, 4.8281], [-23.4257, -33.3107, 5.5295], [-21.8030, -33.0662, 6.1563], [-23.5734, -32.1492, 7.6145], [-24.1924, -31.1744, 6.2119], [-33.2554, -19.3050, -7.4610], [-33.7140, -18.0100, -6.8979], [-33.3531, -16.8708, -7.6756], [-34.0689, -16.6663, -8.8812], [-35.1204, -17.2646, -9.1999], [-33.4995, -15.5305, -9.7523], [-34.3038, -14.4847, -9.5997], [-32.2803, -15.2109, -9.3975], [-33.4466, -15.7836, -11.0539], [-33.6337, -20.1284, -6.8553], [-32.1660, -19.3284, -7.4318], [-33.4754, -19.4587, -8.5175], [-33.1005, -17.8766, -6.0068], [-34.7463, -18.1515, -6.5782], [-19.2360, -18.4074, -1.5715], [-18.7279, -16.9879, -1.8866], [-17.3723, -16.7400, -1.5698], [-16.8008, -15.6506, -2.0923], [-17.3317, -14.9073, -2.9166], [-15.3188, -15.5264, -1.6482], [-14.4940, -15.5563, -2.7281], [-15.1305, -14.3758, -1.0052], [-14.9622, -16.5049, -0.8386], [-19.2584, -18.5290, -0.4885], [-18.7095, -19.2327, -2.0509], [-20.2450, -18.4623, -1.9800], [-19.4035, -16.3696, -1.2956], [-19.0276, -16.6813, -2.8888], [-18.3550, -29.2633, 1.8547], [-18.8561, -27.9667, 1.1467], [-19.8813, -28.4431, 0.3014], [-20.5592, -27.5725, -0.4573], [-20.3008, -26.3447, -0.5033], [-21.7547, -28.1408, -1.2541], [-21.7989, -27.6860, -2.5043], [-21.6955, -29.4994, -1.3351], [-22.9678, -27.7836, -0.6666], [-19.0572, -29.6727, 2.5810], [-17.4158, -29.0205, 2.3519], [-18.2125, -30.1229, 1.1998], [-18.1442, -27.4376, 0.5131], [-19.2759, -27.2534, 1.8560], [-31.7087, -29.0994, 0.5470], [-32.5222, -28.9137, -0.7362], [-31.5827, -28.5379, -1.7500], [-31.9284, -28.3147, -3.0806], [-33.0461, -28.5357, -3.5332], [-30.8474, -27.5995, -3.9671], [-31.0123, -26.3023, -4.0944], [-29.6719, -27.8418, -3.3740], [-30.8704, -28.0043, -5.2108], [-30.9143, -29.8314, 0.4012], [-32.3409, -29.4564, 1.3600], [-31.2242, -28.1768, 0.8666], [-33.2902, -28.1703, -0.5226], [-33.0395, -29.8241, -1.0392]],
  "lowdin_charge": [-0.06, -0.18, 0.00, -0.28, 0.12, -0.62, 0.16, 0.22, 0.18, 0.07, 0.07, 0.07, 0.12, 0.12, -0.05, -0.20, -0.01, -0.27, 0.13, -0.54, 0.15, 0.20, 0.14, 0.07, 0.07, 0.07, 0.11, 0.12, -0.05, -0.20, -0.02, -0.29, 0.15, -0.57, 0.16, 0.22, 0.15, 0.07, 0.07, 0.07, 0.12, 0.11, -0.05, -0.21, 0.01, -0.38, 0.18, -0.50, 0.16, 0.15, 0.14, 0.08, 0.07, 0.08, 0.13, 0.13, -0.06, -0.26, 0.01, -0.30, 0.13, -0.57, 0.17, 0.17, 0.19, 0.09, 0.08, 0.08, 0.14, 0.13, -0.08, -0.25, 0.00, -0.25, 0.13, -0.60, 0.18, 0.19, 0.18, 0.09, 0.08, 0.08, 0.13, 0.13, -0.06, -0.22, 0.04, -0.34, 0.14, -0.54, 0.15, 0.17, 0.18, 0.08, 0.08, 0.08, 0.13, 0.12, -0.05, -0.19, 0.00, -0.32, 0.11, -0.47, 0.17, 0.14, 0.12, 0.07, 0.07, 0.08, 0.13, 0.13, -0.07, -0.21, -0.01, -0.28, 0.14, -0.59, 0.19, 0.16, 0.19, 0.08, 0.08, 0.08, 0.13, 0.12],
  "homo_energy_ev": -11.18,
  "lumo_ev": -0.01
}

***

Record 2
{
  "formula": "C3H5FN2O2",
  "method": "ωB97M-V/def2-TZVPD",
  "symbols": ["C", "C", "C", "N", "N", "O", "O", "F", "H", "H", "H", "H", "H"],
  "positions_angstrom": [[-0.4188, -1.2235, 0.6316], [-0.8692, -0.1928, -0.3487], [1.0546, 1.2000, -0.2833], [-1.8578, 0.4898, -0.0752], [1.8985, 0.4127, -0.7707], [-2.4652, 1.4746, -0.3554], [2.7497, -0.3962, -0.3121], [0.7940, 1.3217, 1.0587], [-1.0599, -1.3656, 1.3798], [-0.3685, -2.3119, 0.1543], [0.5514, -1.1022, 0.9888], [-0.4998, -0.2622, -1.3100], [0.4911, 1.9556, -0.7579]],
  "lowdin_charge": [-0.05, -0.24, -0.21, -0.08, -0.01, 0.06, 0.06, 0.04, 0.03, 0.13, 0.04, 0.10, 0.13],
  "homo_energy_ev": [-9.39, -9.04],
  "lumo_ev": [-0.27, -1.69]
}

***

Record 3
{
  "formula": "C3H5ClS",
  "method": "ωB97M-V/def2-TZVPD",
  "symbols": ["C", "S", "C", "C", "Cl", "H", "H", "H", "H", "H"],
  "positions_angstrom": [[-2.1003, 0.2907, -0.9596], [-0.3120, 0.1120, -1.4865], [-0.0284, -1.0722, -0.2425], [0.5135, -0.7679, 0.9337], [1.3230, 0.5808, 1.5567], [-2.7185, -0.5622, -1.2563], [-2.5060, 1.2010, -1.2991], [-2.3351, 0.4299, 0.1442], [-0.5492, -1.9634, -0.4041], [0.3014, -1.4743, 1.7460]],
  "lowdin_charge": [-0.38, 0.79, -0.57, -0.70, 0.64, 0.03, 0.00, 0.07, 0.05, 0.06],
  "homo_energy_ev": -8.89,
  "lumo_ev": 0.88
}

***

Record 4
{
  "formula": "C2H4Cl2N2",
  "method": "ωB97M-V/def2-TZVPD",
  "symbols": ["N", "N", "C", "C", "Cl", "Cl", "H", "H", "H", "H"],
  "positions_angstrom": [[0.8153, 1.4877, -1.2167], [0.0465, 0.8649, -0.4903], [0.2564, -0.0974, 0.2713], [-0.9041, -0.7812, 0.8673], [-0.5877, -1.3054, 2.6395], [-1.1505, -2.4109, 0.1175], [0.4694, 2.1733, -1.9515], [1.5591, 0.9787, -1.7262], [1.3479, -0.5769, 0.6885], [-1.8524, -0.3329, 0.8006]],
  "lowdin_charge": [0.00, -0.11, -0.32, -0.97, 0.44, 0.49, 0.14, 0.12, 0.17, 0.04],
  "homo_energy_ev": -9.15,
  "lumo_ev": 0.72
}

***

Record 5
{
  "formula": "C3H5FeO3",
  "method": "ωB97M-V/def2-TZVPD",
  "symbols": ["H", "O", "C", "C", "O", "O", "C", "Fe", "H", "H", "H", "H"],
  "positions_angstrom": [[-1.8380, 1.5102, 2.0318], [1.4691, 0.7002, 0.4670], [0.3449, 0.5820, 1.1035], [1.5178, -0.0400, -0.7913], [-2.5371, 1.1401, 1.4927], [-0.4293, -0.2726, 0.4290], [0.1700, -0.7348, -0.8260], [-2.4638, -0.5913, 0.8616], [2.3701, -0.7239, -0.7416], [1.6576, 0.6884, -1.5961], [0.2053, -1.8257, -0.7694], [-0.4667, -0.4325, -1.6612]],
  "lowdin_charge": [0.02, 0.02, -0.06, -0.06, -0.25, -0.31, -0.10, 1.16, 0.15, 0.15, 0.14, 0.14],
  "s2": 12.01,
  "homo_energy_ev": [-12.79, -14.91],
  "lumo_ev": [-3.95, -7.94],
  "charge": 1,
  "multiplicity": 7
}

***

Record 6
{
  "formula": "C21H26AuF5GeN3OSe",
  "method": "ωB97M-V/def2-TZVPD",
  "symbols": ["Au", "C", "C", "N", "N", "C", "O", "C", "C", "C", "C", "C", "C", "C", "C", "C", "C", "C", "N", "H", "H", "H", "H", "H", "H", "H", "H", "H", "H", "H", "H", "F", "C", "F", "C", "F", "F", "F", "C", "Ge", "C", "C", "C", "Se", "C", "H", "H", "H", "H", "H", "H", "H", "H", "H", "H", "H", "H", "H", "H"],
  "positions_angstrom": [[2.0956, -1.4391, -0.6435], [-1.4326, -3.5680, -1.7483], [-0.1789, -2.7764, -1.6526], [0.3339, -2.3749, -0.5476], [-0.1374, -2.5792, 0.7095], [0.6540, -1.9964, 1.5897], [1.7766, -1.3448, 1.3090], [0.2882, -2.0299, 3.0096], [1.1671, -1.5136, 3.9619], [0.8146, -1.5290, 5.3003], [-0.4095, -2.0559, 5.6896], [-1.2861, -2.5712, 4.7425], [-0.9419, -2.5603, 3.4034], [0.5929, -2.3387, -2.8542], [0.1640, -2.5978, -4.1353], [0.8950, -2.1111, -5.2167], [2.0331, -1.3664, -4.9866], [2.4339, -1.1417, -3.6779], [1.7432, -1.6197, -2.6481], [-1.8140, -3.7606, -0.7498], [-1.2447, -4.5185, -2.2510], [-2.1873, -3.0260, -2.3210], [2.1195, -1.1098, 3.6490], [1.4952, -1.1324, 6.0413], [-0.6822, -2.0666, 6.7367], [-2.2383, -2.9807, 5.0512], [-1.6157, -2.9540, 2.6563], [-0.7395, -3.1694, -4.2900], [0.5643, -2.3119, -6.2266], [2.6206, -0.9598, -5.7964], [3.3214, -0.5746, -3.4426], [4.6141, -1.0541, 0.5036], [3.9559, -0.5855, -0.5702], [4.6821, -0.9191, -1.6741], [3.9285, 0.9502, -0.5031], [3.3111, 1.4166, -1.6004], [3.2470, 1.3501, 0.5693], [5.1508, 1.4579, -0.4536], [-2.0435, 3.4835, -2.2763], [-2.4160, 3.5026, -0.3606], [-4.2832, 3.9352, 0.0028], [-1.2178, 4.7354, 0.5580], [-2.1041, 1.6555, 0.2687], [-0.2175, 1.1476, 0.2613], [0.2059, 1.7087, 2.0702], [-2.1065, 4.4855, -2.7002], [-2.7604, 2.8471, -2.7969], [-1.0371, 3.1010, -2.4539], [-4.5259, 4.9415, -0.3382], [-4.4809, 3.8815, 1.0738], [-4.9457, 3.2338, -0.5052], [-1.3425, 5.7413, 0.1565], [-0.1785, 4.4378, 0.4144], [-1.4351, 4.7713, 1.6260], [-2.6073, 0.9551, -0.3995], [-2.4831, 1.4725, 1.2744], [-0.0359, 2.7613, 2.1887], [1.2720, 1.5593, 2.2198], [-0.3518, 1.1045, 2.7826]],
  "lowdin_charge": [1.40, 0.01, -0.22, -0.13, 0.11, -0.40, -0.20, -0.16, -0.02, -0.06, -0.06, -0.06, -0.02, -0.17, 0.02, 0.00, 0.00, -0.06, -0.02, 0.08, 0.10, 0.10, 0.12, 0.11, 0.11, 0.11, 0.11, 0.13, 0.13, 0.13, 0.12, 0.09, -0.49, 0.05, -0.62, 0.14, 0.15, 0.20, -0.22, 0.73, -0.22, -0.22, -0.60, 0.82, -0.38, 0.02, 0.02, 0.01, 0.02, 0.02, 0.02, 0.02, 0.01, 0.02, 0.01, 0.02, 0.01, 0.01, 0.03],
  "homo_energy_ev": -10.36,
  "lumo_ev": -4.63,
  "charge": 1
}

***

Record 7
{
  "formula": "C2H8NS",
  "method": "ωB97M-V/def2-TZVPD",
  "symbols": ["S", "H", "C", "C", "N", "H", "H", "H", "H", "H", "H", "H"],
  "positions_angstrom": [[1.6987, -1.7006, 3.3486], [1.5270, -3.0712, 3.5493], [-0.3787, 2.0937, -1.7028], [-1.4520, 0.9687, -1.7935], [-1.6077, 0.4544, -3.1303], [0.4136, 1.7372, -1.0384], [-0.0780, 2.3881, -2.5905], [-0.6717, 2.9659, -1.0390], [-0.8630, 0.3394, -1.1915], [-2.4467, 1.1680, -1.3325], [-1.7510, -0.5783, -3.1057], [-1.0721, 0.7054, -3.9391]],
  "lowdin_charge": [-0.52, -0.48, -0.09, -0.33, -0.05, 0.07, 0.00, 0.09, 0.07, 0.11, 0.08, 0.05],
  "homo_energy_ev": -2.33,
  "lumo_ev": 3.25,
  "charge": -1
}

***

Record 8
{
  "formula": "C9H13NO2",
  "method": "ωB97M-V/def2-TZVPD",
  "symbols": ["C", "C", "C", "C", "C", "O", "C", "C", "H", "H", "H", "H", "H", "H", "H", "H", "C", "C", "N", "O", "H", "H", "H", "H", "H"],
  "positions_angstrom": [[-0.3246, -2.2280, 2.6773], [0.2923, -1.7660, 1.3620], [-0.4270, -2.0853, 0.1760], [-0.0079, -1.5910, -1.0362], [1.0646, -0.6905, -1.0825], [1.4783, -0.2132, -2.3053], [1.7816, -0.3902, 0.0486], [1.3376, -0.8556, 1.2938], [0.2346, -1.8546, 3.5322], [-0.2249, -3.3138, 2.7434], [-1.3705, -1.9364, 2.7148], [-1.3121, -2.6741, 0.3424], [-0.5385, -1.8537, -1.9414], [0.7272, 0.2774, -2.6824], [2.5954, 0.3152, -0.0367], [1.6969, -0.3763, 2.1956], [-2.3032, 2.8076, 0.2058], [-1.1123, 2.0505, -0.3672], [0.0876, 2.5399, 0.1273], [-1.1682, 1.2756, -1.2955], [-2.5612, 2.2789, 1.1277], [-3.1241, 2.7474, -0.5104], [-2.2070, 3.8638, 0.4347], [0.9557, 2.2251, -0.2928], [0.1743, 2.7746, 1.0966]],
  "lowdin_charge": [-0.06, -0.27, -0.04, -0.02, -0.36, 0.02, -0.04, -0.05, 0.07, 0.08, 0.07, 0.11, 0.12, 0.10, 0.11, 0.11, -0.01, -0.55, 0.15, 0.06, 0.08, 0.08, 0.07, 0.09, 0.09],
  "homo_energy_ev": -8.41,
  "lumo_ev": 0.69
}

***

Listing energy above the lowest of the compared OMol25 structures with the same formula, charge and spin for the structures above in their given order: 550.2; 707.2; 60.6; 209.9; 65.5; 0.0; 143.5; 46.8 kJ/mol.